A structure of composition C12H20O7PdS3Se2. Source: OMol25; level of theory: ωB97M-V/def2-TZVPD.

- HOMO-LUMO gap (eV) = 8.02
- E_HOMO (eV) = -9.0
- strongest force on any atom (eV Å⁻¹) = 0.25

Each line ends with the Löwdin charge.
Atoms and positions in Å:
Pd1 0.165889 -1.420133 -0.529421  0.5780
O1 -0.173741 -3.458332 2.087989  -0.3806
S1 -1.389961 -2.827809 1.600481  0.4799
O2 -2.629145 -3.427116 1.976424  -0.2484
O3 -1.301446 -2.647095 0.105859  -0.4793
C1 -1.337986 -1.168681 2.298468  -0.2332
C2 -0.844553 -1.137981 3.598693  -0.0615
C3 -0.761535 0.050720 4.304843  -0.0657
C4 -1.165952 1.231519 3.707288  -0.0638
C5 -1.656919 1.213322 2.411693  -0.0526
C6 -1.755026 0.025445 1.696567  -0.2197
S2 -2.432044 0.188800 0.035395  0.5145
O4 -2.847054 1.567516 -0.091655  -0.3310
O5 -3.438068 -0.810958 -0.134525  -0.2602
O6 -1.229112 0.003044 -0.874967  -0.4933
H1 -0.525034 -2.066510 4.051628  0.1149
H2 -0.382425 0.047999 5.318433  0.1072
H3 -1.106101 2.168564 4.245195  0.1072
H4 -1.985981 2.123812 1.932853  0.1040
C7 2.681739 -2.548214 1.440559  -0.3141
Se1 1.778713 -3.133715 -0.175881  1.0516
C8 3.123876 -2.536950 -1.466745  -0.5043
C9 3.420887 -1.060912 -1.354733  -0.5149
Se2 1.833241 0.091274 -1.390183  1.0515
C10 1.454574 -0.034951 -3.294004  -0.3043
H5 3.660626 -3.022260 1.474169  0.0423
H6 2.048507 -2.896095 2.250785  0.0162
H7 2.765219 -1.465979 1.469397  0.0320
H8 2.707047 -2.790673 -2.441496  0.0681
H9 4.019341 -3.141178 -1.312815  0.0760
H10 4.066673 -0.717981 -2.164193  0.0744
H11 3.923587 -0.825933 -0.417577  0.0564
H12 2.402323 -0.053710 -3.827539  0.0383
H13 0.901414 0.871212 -3.517785  0.0056
H14 0.863381 -0.918127 -3.512698  0.0358
C11 -1.212980 4.419519 -1.042034  -0.2513
S3 -0.601437 3.543686 -2.482092  0.8404
C12 -2.135878 2.697158 -2.866981  -0.2500
O7 0.331689 2.501247 -1.948338  -0.6407
H15 -1.610549 3.682293 -0.343997  0.0387
H16 -1.982716 5.126815 -1.350681  0.0583
H17 -0.368385 4.955172 -0.613232  0.0504
H18 -2.880757 3.436163 -3.162838  0.0599
H19 -2.457303 2.138852 -1.988655  0.0130
H20 -1.936637 2.027160 -3.701651  0.0541

Forces on the atoms, in the same order (eV/Å):
Pd 0.063 0.005 -0.114
O 0.008 0.021 -0.001
S 0.000 0.021 0.011
O 0.002 -0.020 -0.010
O -0.014 0.013 0.021
C -0.015 -0.005 0.006
C -0.006 0.003 -0.001
C -0.001 -0.001 0.001
C 0.000 0.003 0.000
C -0.001 -0.005 0.001
C -0.009 0.008 -0.008
S 0.072 -0.170 0.047
O -0.052 -0.003 0.191
O -0.003 0.025 0.001
O -0.079 0.034 0.064
H 0.001 -0.001 -0.003
H 0.000 0.001 -0.001
H 0.000 0.000 0.000
H -0.001 0.001 0.010
C 0.003 -0.019 -0.006
Se 0.006 0.025 0.019
C 0.003 0.007 -0.005
C -0.017 -0.018 0.012
Se -0.023 -0.047 0.053
C -0.014 -0.017 0.011
H -0.004 -0.003 0.005
H -0.006 0.002 0.005
H 0.002 -0.002 -0.003
H -0.001 -0.003 0.003
H 0.001 0.001 -0.002
H -0.001 -0.006 0.001
H 0.001 0.000 -0.001
H 0.002 0.032 0.002
H -0.016 -0.004 0.006
H 0.019 -0.016 -0.002
C 0.007 0.000 0.015
S -0.195 -0.043 0.078
C 0.044 0.029 -0.111
O 0.202 0.026 -0.137
H -0.005 0.016 -0.021
H -0.004 -0.009 0.009
H -0.006 -0.001 0.015
H 0.000 0.017 -0.011
H 0.019 0.092 -0.124
H 0.020 0.011 -0.022

A cluster of 3 separate species, C17H17BF2N in total. Source: OMol25; level of theory: ωB97M-V/def2-TZVPD.

- total charge = -1
- HOMO-LUMO gap (eV) = 7.24
- E_HOMO (eV) = -4.3
- strongest force on any atom (eV Å⁻¹) = 4.89

Each line ends with the Löwdin charge.
Atoms and positions in Å:
B1 1.216402 -0.997260 0.352423  -0.4666
C1 -0.385558 -0.805765 0.102840  -0.1894
C2 -0.965443 0.570202 -0.344545  -0.0526
C3 -2.546333 0.653262 -0.521179  -0.0977
C4 -3.332580 -0.636595 -0.229053  -0.2143
N1 -2.821475 -1.908960 0.147237  -0.0361
C5 -1.407473 -1.952188 0.296377  -0.1225
H1 1.465871 -0.423609 1.386097  -0.0065
H2 1.904680 -0.502344 -0.467495  -0.0236
H3 1.459465 -2.154321 0.561456  -0.0128
H4 -0.302011 1.474269 -0.541299  0.0909
H5 -3.045105 1.633185 -0.824712  0.0710
H6 -4.476161 -0.559434 -0.327581  0.0730
H7 -0.964373 -2.963314 0.617619  0.0940
F1 -0.486758 4.207419 2.206183  0.0608
C6 -1.608264 3.762732 2.795660  -0.2807
C7 -2.204020 2.598705 2.334660  0.0025
C8 -3.363058 2.138496 2.950022  -0.0674
C9 -3.917619 2.850614 4.011600  -0.1082
C10 -3.312450 4.019776 4.462016  -0.1045
C11 -2.147955 4.476502 3.854537  -0.0334
H8 -1.778616 2.060076 1.501689  0.0757
H9 -3.834531 1.225550 2.601926  0.1046
H10 -4.824625 2.491513 4.487720  0.0941
H11 -3.747795 4.575572 5.285929  0.0958
H12 -1.657938 5.380432 4.197435  0.1088
F2 3.546241 -0.638635 -1.603449  0.0426
C12 3.733917 -1.610477 -2.498869  -0.2833
C13 2.643279 -2.121212 -3.185587  -0.0002
C14 2.838320 -3.130448 -4.122438  -0.0879
C15 4.120067 -3.625389 -4.354652  -0.1192
C16 5.206830 -3.108386 -3.655514  -0.1044
C17 5.014439 -2.091327 -2.726110  -0.0220
H13 1.653045 -1.729398 -2.985018  0.1223
H14 1.992953 -3.531982 -4.670785  0.1001
H15 4.270313 -4.416272 -5.082983  0.0907
H16 6.203764 -3.497592 -3.834286  0.0951
H17 5.849877 -1.670844 -2.178924  0.1114

Forces on the atoms, in the same order (eV/Å):
B -1.078 0.037 0.657
C -3.468 1.357 -1.025
C -3.464 -3.415 0.480
C 2.830 -3.264 1.233
C 1.494 1.416 -0.288
N 2.729 3.526 -0.548
C -0.316 2.091 -0.506
H 0.030 0.301 0.489
H -0.288 0.217 -0.403
H 0.151 -0.628 -0.167
H -0.940 -1.430 0.330
H 0.578 -1.649 0.475
H 1.887 -0.304 0.151
H -0.826 1.687 -0.582
F 0.111 0.101 -0.046
C -0.700 -0.358 0.342
C 0.044 0.090 -0.018
C 0.034 0.305 0.193
C -0.029 -0.027 -0.001
C 0.020 -0.205 -0.186
C 0.142 0.180 0.013
H 0.107 -0.067 0.015
H 0.127 0.068 -0.057
H 0.088 0.036 -0.035
H 0.075 -0.031 -0.064
H 0.003 -0.040 -0.049
F 0.740 -0.051 -0.572
C 0.018 -0.241 -0.172
C -0.278 0.023 -0.094
C 0.367 0.109 0.160
C -0.004 -0.064 -0.064
C -0.295 0.059 -0.020
C 0.128 -0.005 0.030
H 0.097 0.011 0.119
H 0.047 0.048 0.088
H -0.003 0.066 0.071
H -0.073 0.057 0.025
H -0.087 -0.005 0.024

| no. | energy (a.u.) |
| --- | --- |
| 1 | -7121.2200 |
| 2 | -937.2437 |